One molecule with the formula C23H26ClFN2O3, computed with ωB97M-V/def2-TZVPD.

Calculated values
LUMO energy = 0.6 eV
Maximum force = 0.013 Eh/bohr
Calculated total energy = -48634.8329 eV
Molecular weight = 432.9 g mol⁻¹
Energy relative to the best compared isomer or geometry (same formula, charge and spin) = 0.117 eV
Charge = 0

Geometry (Å):
C -1.518 -6.270 1.563
O -0.834 -5.084 1.246
C -1.553 -4.022 0.796
C -2.932 -3.991 0.666
C -3.567 -2.853 0.201
C -2.837 -1.725 -0.138
C -3.591 -0.557 -0.673
O -4.705 -0.677 -1.154
N -2.969 0.646 -0.590
C -3.561 1.841 -1.094
C -2.699 2.860 -1.776
C -3.286 3.150 -0.423
C -1.445 -1.754 -0.022
C -0.791 -2.881 0.441
O 0.557 -3.057 0.558
C 1.467 -1.991 0.766
C 1.839 -1.214 -0.503
C 2.881 -0.154 -0.163
N 2.352 0.730 0.856
C 3.120 1.953 0.996
C 2.864 2.853 -0.183
C 3.895 3.292 -1.002
C 3.659 4.113 -2.091
C 2.358 4.494 -2.360
F 2.108 5.290 -3.415
C 1.298 4.080 -1.574
C 1.566 3.259 -0.492
Cl 0.254 2.752 0.493
C 2.137 0.015 2.096
C 1.047 -1.031 1.882
H -0.750 -6.979 1.869
H -2.054 -6.670 0.696
H -2.223 -6.123 2.388
H -3.526 -4.852 0.929
H -4.639 -2.828 0.089
H -2.079 0.739 -0.129
H -4.550 1.637 -1.483
H -3.093 3.376 -2.637
H -1.639 2.661 -1.831
H -4.088 3.867 -0.350
H -2.615 3.156 0.423
H -0.872 -0.898 -0.335
H 2.370 -2.522 1.099
H 2.231 -1.906 -1.249
H 0.971 -0.715 -0.929
H 3.106 0.437 -1.054
H 3.816 -0.640 0.174
H 2.784 2.460 1.906
H 4.203 1.764 1.092
H 4.906 2.986 -0.779
H 4.462 4.453 -2.724
H 0.293 4.397 -1.803
H 1.810 0.725 2.859
H 3.062 -0.474 2.453
H 0.879 -1.595 2.801
H 0.121 -0.522 1.619

C12H25BiClI2NP2 as an isolated structure in a non-equilibrium geometry, computed with ωB97M-V/def2-TZVPD.

Calculated values
LUMO energy (alpha / beta) = -10.9 / -10.5 eV
Maximum force = 0.032 Eh/bohr
Calculated total energy = -67464.9544 eV
Molecular weight = 743.5 g mol⁻¹
Energy relative to the best compared isomer or geometry (same formula, charge and spin) = 1.955 eV
Charge = +2

Geometry (Å):
I -1.885 0.039 0.892
I 0.845 -0.930 -1.712
Bi -2.120 -2.113 -1.533
P -0.471 -3.185 0.616
C 0.749 -2.444 1.780
C -1.609 -4.022 1.766
H -1.095 -4.881 2.214
H 0.643 -5.326 0.789
H -2.499 -4.366 1.225
H -0.055 -5.076 -0.858
H 0.236 -1.706 2.415
H -1.926 -3.328 2.550
C 0.497 -4.605 -0.030
H 1.168 -3.256 2.394
H 1.470 -4.255 -0.403
H 1.547 -1.961 1.198
P -2.056 0.633 -2.505
C -1.136 2.123 -1.921
C -1.683 0.647 -4.294
H -4.465 0.415 -2.646
H -3.898 1.983 -3.292
H -4.007 1.713 -1.527
C -3.772 1.249 -2.488
H -2.021 -0.296 -4.744
H -2.217 1.491 -4.750
H -1.578 2.987 -2.439
H -0.069 2.026 -2.170
H -0.605 0.752 -4.458
H -1.264 2.230 -0.833
Cl -3.697 -3.696 -2.723
N 1.329 1.179 0.890
C 2.123 2.048 1.529
C 2.427 3.299 0.913
C 3.242 4.198 1.583
C 3.780 3.861 2.840
C 3.462 2.647 3.461
C 2.618 1.744 2.831
H 0.883 1.407 0.005
H 1.041 0.292 1.286
H 2.006 3.524 -0.074
H 3.463 5.161 1.115
H 4.405 4.586 3.355
H 3.859 2.412 4.444
H 2.334 0.798 3.308

One molecule with the formula C28H27NO5 in a non-equilibrium geometry, computed with ωB97M-V/def2-TZVPD.

Calculated values
LUMO energy = -0.6 eV
Maximum force = 0.362 Eh/bohr
Calculated total energy = -41181.3778 eV
Molecular weight = 457.5 g mol⁻¹
Energy relative to the best compared isomer or geometry (same formula, charge and spin) = 21.150 eV
Charge = 0

Geometry (Å):
C 7.991 -2.072 -0.612
C 7.000 -2.697 -1.638
C 7.838 -3.427 -2.658
C 6.932 -4.102 -3.632
C 5.483 -3.972 -3.625
C 4.533 -4.835 -4.419
C 4.882 -3.411 -2.404
O 3.498 -3.639 -2.169
C 2.801 -2.481 -1.907
C 3.275 -1.255 -1.889
O 2.502 -0.017 -1.541
C 1.326 -0.378 -0.928
C 0.345 0.711 -0.630
C -0.681 0.489 0.125
O -1.644 1.468 0.423
C -0.994 2.883 0.311
C -2.151 3.927 0.664
O -1.977 5.069 0.781
N -3.158 3.376 1.261
C -4.321 3.847 1.891
C -4.655 5.028 2.123
C -5.717 5.742 2.543
C -6.559 4.784 3.403
C -6.501 3.435 2.984
C -5.343 2.749 2.392
C -5.229 1.510 2.344
C -6.456 0.519 2.335
C -4.449 1.000 3.315
C -1.186 -0.733 0.178
C -0.382 -1.993 0.007
C 0.726 -1.789 -0.691
C 1.614 -2.969 -0.995
O 1.008 -4.104 -1.172
C 5.558 -2.791 -1.474
H 8.789 -1.705 -1.184
H 8.365 -2.761 0.349
H 7.427 -1.196 -0.235
H 8.686 -3.456 -3.063
H 7.259 -4.691 -4.607
H 5.051 -5.612 -5.193
H 3.943 -5.734 -4.001
H 3.898 -4.018 -5.000
H 4.114 -0.866 -2.540
H 0.894 1.609 -0.612
H -0.141 3.157 0.818
H -1.071 3.055 -0.876
H -3.227 2.364 1.375
H -3.720 5.922 1.831
H -5.944 6.834 2.796
H -7.561 5.230 3.611
H -7.339 2.820 3.304
H -4.712 1.102 1.193
H -7.179 1.139 1.453
H -6.316 -0.249 1.861
H -7.020 0.592 3.044
H -3.371 1.463 3.346
H -4.830 1.215 4.324
H -4.327 -0.252 3.050
H -2.056 -0.671 0.776
H -0.901 -2.800 0.108
H 5.380 -2.362 -0.628

Which value of maximum force does entry 1 give?
0.013 Eh/bohr

The highest calculated total energy belongs to which entry?
C28H27NO5

Which formula does entry 3 have?
C28H27NO5

Which of these has the highest charge?
C12H25BiClI2NP2